(1)
{
  "formula": "C3H2F3O2",
  "method": "the ωB97M-V functional and the def2-TZVPD basis",
  "total_charge": 1,
  "e_tot_ha": -565.218685,
  "homo_ev": -17.69,
  "homo_lumo_gap_ev": 11.27,
  "molar_mass_g_mol": 127.04,
  "relative_energy_kcal_mol": 0.0,
  "elements": ["C", "C", "C", "O", "O", "F", "F", "F", "H", "H"],
  "coordinates": [[0.13594, 0.11717, 0.11221], [1.42904, -2.09723, 0.51120], [2.69053, -2.12039, 1.40517], [0.48829, -2.66259, 0.18715], [1.12655, -0.27830, 0.67451], [3.55146, -1.13818, 1.19206], [2.10133, -1.95981, 2.58958], [3.15779, -3.32949, 1.42242], [-0.21143, 1.07495, 0.13574], [-0.50038, -0.57804, -0.36969]],
  "lowdin_charge": [0.139, 0.041, -0.586, 0.351, 0.105, 0.241, 0.216, 0.263, 0.112, 0.117]
}


(2)
{
  "formula": "C4H4O3",
  "method": "the ωB97M-V functional and the def2-TZVPD basis",
  "e_tot_ha": -380.368360,
  "homo_ev": -9.15,
  "homo_lumo_gap_ev": 9.53,
  "molar_mass_g_mol": 100.07,
  "relative_energy_kcal_mol": 112.1,
  "smiles": "O=C=C1CO1.C=O",
  "elements": ["O", "C", "O", "C", "C", "C", "O", "H", "H", "H", "H"],
  "coordinates": [[-0.53730, 2.49041, -0.56206], [-0.11246, 1.40181, -0.44957], [-1.55324, -0.09555, -0.94242], [-1.59990, -0.46451, 0.25375], [0.54537, 0.40439, 0.30490], [1.46456, -0.64678, -0.11696], [1.90845, 0.53138, 0.62099], [-1.41281, -1.52075, 0.53255], [-2.00500, 0.17846, 1.05684], [1.82224, -0.69814, -1.14771], [1.48009, -1.58073, 0.44969]],
  "lowdin_charge": [0.204, -0.107, -0.077, -0.128, -0.256, -0.074, -0.004, 0.102, 0.102, 0.123, 0.114]
}